Entry A
H14O6S | ωB97M-V/def2-TZVPD

ORCA input file:
```
! RIJCOSX wB97M-V def2-TZVPD def2/J DEFGRID3
* xyz 0 1
O -2.564 1.013 2.365
H -3.293 1.426 1.908
H -2.226 1.511 3.108
O 1.876 0.398 -2.737
H 2.718 -0.061 -2.879
H 1.634 0.004 -1.887
O -1.824 -0.238 -2.915
H -2.475 0.417 -3.188
H -2.038 -1.024 -3.425
O -1.902 4.075 -1.554
H -2.474 3.331 -1.365
H -2.344 4.848 -1.904
O 2.317 -0.367 2.482
H 1.823 0.126 1.824
H 2.178 -0.057 3.378
O 0.013 -1.756 -0.644
H -0.716 -1.875 -0.025
H -0.313 -1.002 -1.157
S 3.256 -4.128 3.191
H 3.984 -3.522 2.250
H 2.372 -3.119 3.176
*
```

Summary:
E_HOMO: -9.3 eV
Molar mass: 142.17 g mol⁻¹
Kohn-Sham gap: 9.44 eV

natural (NBO) population analysis, charges in e, atoms 1 to 2: atom 1 (O): -0.96, atom 2 (H): 0.48



Entry B
H14O6S | ωB97M-V/def2-TZVPD

ORCA input file:
```
! RIJCOSX wB97M-V def2-TZVPD def2/J DEFGRID3
* xyz 0 1
O 0.285 -1.899 -0.818
H 0.549 -1.625 0.064
H -0.456 -2.498 -0.683
O 0.936 2.225 -0.568
H 0.533 1.478 -0.122
H 0.410 2.493 -1.325
O 0.480 -0.117 -3.078
H 0.466 -0.676 -2.294
H -0.415 -0.160 -3.424
O -3.530 2.358 -0.392
H -4.438 2.424 -0.099
H -2.986 3.137 -0.276
O 0.665 -1.311 2.512
H 0.443 -1.214 3.440
H -0.032 -0.885 1.993
O -1.345 -0.298 0.816
H -2.094 -0.732 1.229
H -1.628 0.542 0.440
S 4.128 -0.729 1.382
H 3.071 -1.134 0.656
H 4.959 -1.381 0.545
*
```

Summary:
E_HOMO: -9.2 eV
Molar mass: 142.17 g mol⁻¹
Kohn-Sham gap: 9.17 eV

natural (NBO) population analysis, charges in e, atoms 1 to 2: atom 1 (O): -0.95, atom 2 (H): 0.49



Name the most stable of them. entry B.



Entry A
C3H4F3N | ωB97M-V/def2-TZVPD

ORCA input file:
```
! RIJCOSX wB97M-V def2-TZVPD def2/J DEFGRID3
* xyz 0 1
C -0.318 1.550 -0.281
C 0.583 -0.859 0.515
C -0.174 2.905 -0.797
N 1.207 0.249 -0.094
F -1.576 1.063 -0.347
F 0.813 3.546 -0.153
F 0.139 2.918 -2.112
H 1.268 -1.445 1.253
H 0.185 -1.526 -0.365
H -0.322 -0.685 1.002
H -1.228 3.522 -0.772
*
```

Summary:
E_HOMO (spin up / spin down): -10.4 / -9.3 eV
Molar mass: 111.07 g mol⁻¹
Kohn-Sham gap (spin up / spin down): 10.05 / 8.69 eV

natural (NBO) population analysis, charges in e, atoms 1 to 2: atom 1 (C): 0.45, atom 2 (C): -0.54



Entry B
C3H4F3N | ωB97M-V/def2-TZVPD

ORCA input file:
```
! RIJCOSX wB97M-V def2-TZVPD def2/J DEFGRID3
* xyz 0 1
F 2.656 -0.070 -1.046
C 2.354 0.092 0.232
F 3.123 1.103 0.628
F 2.748 -0.989 0.961
C 0.894 0.455 0.457
C -0.019 0.683 -0.701
N -0.028 -0.545 0.057
H 0.873 1.059 1.382
H -0.813 1.421 -0.500
H 0.188 0.536 -1.763
H -0.855 -0.601 0.821
*
```

Summary:
E_HOMO: -10.5 eV
Molar mass: 111.07 g mol⁻¹
Kohn-Sham gap: 11.28 eV

natural (NBO) population analysis, charges in e, atoms 1 to 2: atom 1 (F): -0.32, atom 2 (C): 0.96



Name the most stable of them. entry B.



Entry A
C3H2N2OS | ωB97M-V/def2-TZVPD

ORCA input file:
```
! RIJCOSX wB97M-V def2-TZVPD def2/J DEFGRID3
* xyz 0 1
C -1.095 0.771 0.046
C 0.197 -1.017 -0.083
C 0.316 0.389 -0.087
H -1.496 1.233 0.954
H -1.524 1.325 -0.837
N 1.308 -1.682 0.001
N 1.653 0.595 -0.040
O 2.215 -0.599 0.054
S -1.574 -1.015 -0.006
*
```

Summary:
E_HOMO: -9.7 eV
Molar mass: 114.13 g mol⁻¹
Kohn-Sham gap: 9.94 eV

natural (NBO) population analysis, charges in e, atoms 1 to 2: atom 1 (C): -0.52, atom 2 (C): -0.02



Entry B
C3H2N2OS | ωB97M-V/def2-TZVPD

ORCA input file:
```
! RIJCOSX wB97M-V def2-TZVPD def2/J DEFGRID3
* xyz 0 1
C -0.542 1.267 0.462
C 0.673 0.669 1.057
C -0.081 -1.145 -1.215
N 1.142 -0.401 0.493
N 1.015 -0.811 -0.707
O 0.781 1.257 2.135
S -1.985 1.695 0.656
H -0.950 -0.950 -0.728
H -0.053 -1.582 -2.154
*
```

Summary:
E_HOMO (spin up / spin down): -8.7 / -8.4 eV
Molar mass: 114.13 g mol⁻¹
Kohn-Sham gap (spin up / spin down): 6.83 / 6.37 eV

natural (NBO) population analysis, charges in e, atoms 1 to 2: atom 1 (C): -0.07, atom 2 (C): 0.43



Entry C
C3H2N2OS | ωB97M-V/def2-TZVPD

ORCA input file:
```
! RIJCOSX wB97M-V def2-TZVPD def2/J DEFGRID3
* xyz 0 1
O 1.627 -1.300 0.187
C 0.873 -0.397 0.510
C 0.738 0.439 1.727
N -0.395 1.084 1.747
N -0.960 0.879 0.387
C -0.261 -0.008 -0.351
S -0.685 -0.309 -1.915
H 1.330 0.319 2.598
H -2.004 1.071 0.287
*
```

Summary:
E_HOMO: -9.2 eV
Molar mass: 114.13 g mol⁻¹
Kohn-Sham gap: 7.14 eV

natural (NBO) population analysis, charges in e, atoms 1 to 2: atom 1 (O): -0.41, atom 2 (C): 0.42



Name the most stable of them. entry C.



Entry A
CH3NO3P | ωB97M-V/def2-TZVPD

ORCA input file:
```
! RIJCOSX wB97M-V def2-TZVPD def2/J DEFGRID3
* xyz -1 1
N 0.162 -1.355 0.268
P -0.577 0.314 0.780
O -0.608 0.920 2.119
O -2.041 0.023 0.173
C 0.098 1.219 -0.601
O -0.419 1.063 -1.698
H 1.131 -1.371 0.472
H -1.664 -0.240 -0.696
H 1.181 1.352 -0.504
*
```

Summary:
E_HOMO (spin up / spin down): -3.5 / -3.5 eV
Molar mass: 108.01 g mol⁻¹
Kohn-Sham gap (spin up / spin down): 7.58 / 7.58 eV

natural (NBO) population analysis, charges in e, atoms 1 to 2: atom 1 (N): -1.29, atom 2 (P): 2.06



Entry B
CH3NO3P | ωB97M-V/def2-TZVPD

ORCA input file:
```
! RIJCOSX wB97M-V def2-TZVPD def2/J DEFGRID3
* xyz -1 1
C -2.374 -0.637 -0.093
N 0.210 -1.524 1.136
O 2.047 0.172 -0.098
O -2.213 0.351 0.553
O 0.852 -1.800 -1.481
P 1.264 -1.175 -0.155
H -2.009 -0.472 -1.012
H 0.445 -1.040 1.953
H -2.767 -1.559 0.294
*
```

Summary:
E_HOMO: -4.5 eV
Molar mass: 108.01 g mol⁻¹
Kohn-Sham gap: 8.49 eV

natural (NBO) population analysis, charges in e, atoms 1 to 2: atom 1 (C): 0.28, atom 2 (N): -1.29



Name the most stable of them. entry B.



Entry A
CH3NO3P | ωB97M-V/def2-TZVPD

ORCA input file:
```
! RIJCOSX wB97M-V def2-TZVPD def2/J DEFGRID3
* xyz -1 1
C -0.097 -0.150 0.122
P -1.289 -1.531 0.503
O -1.127 -2.601 -0.470
O -2.857 -0.357 -0.149
N -3.802 0.450 -0.390
O -4.054 1.490 0.258
H -0.560 0.884 0.520
H 0.840 -0.308 0.678
H 0.351 -0.169 -0.867
*
```

Summary:
E_HOMO: -3.7 eV
Molar mass: 108.01 g mol⁻¹
Kohn-Sham gap: 8.04 eV

natural (NBO) population analysis, charges in e, atoms 1 to 2: atom 1 (C): -1.06, atom 2 (P): 1.34



Entry B
CH3NO3P | ωB97M-V/def2-TZVPD

ORCA input file:
```
! RIJCOSX wB97M-V def2-TZVPD def2/J DEFGRID3
* xyz -1 1
C -0.340 -0.615 0.620
N -0.298 1.348 0.976
O 2.399 -0.014 -0.045
O -1.441 -0.985 0.131
O 0.472 -0.115 -1.895
P 0.999 -0.033 -0.333
H -0.121 -1.013 1.615
H -1.214 1.492 0.567
H -0.456 -0.065 -1.635
*
```

Summary:
E_HOMO (spin up / spin down): -3.3 / -3.3 eV
Molar mass: 108.01 g mol⁻¹
Kohn-Sham gap (spin up / spin down): 7.28 / 7.28 eV

natural (NBO) population analysis, charges in e, atoms 1 to 2: atom 1 (C): -0.09, atom 2 (N): -1.07



Name the most stable of them. entry B.



Entry A
C9H15N3O6 | ωB97M-V/def2-TZVPD

ORCA input file:
```
! RIJCOSX wB97M-V def2-TZVPD def2/J DEFGRID3
* xyz 0 1
N -0.293 1.697 3.751
C -0.353 1.018 2.553
O -1.144 1.279 1.686
C 0.920 0.151 2.573
C 0.865 -0.858 1.489
N 0.404 -0.425 0.165
C 1.201 -0.697 -0.925
O 1.947 -1.637 -0.983
C 1.050 0.382 -2.021
N 1.121 -0.022 -3.338
C -0.196 1.396 -1.817
C -1.604 0.863 -2.274
C -1.966 -0.507 -1.701
O -1.262 -1.493 -1.884
O -2.817 -0.513 -0.599
C 0.242 -2.177 1.815
O -0.417 -2.392 2.771
O 0.351 -2.983 0.827
H 0.215 1.351 4.547
H -1.156 2.244 3.868
H 1.912 0.683 2.764
H 0.928 -0.468 3.509
H 1.866 -1.315 1.437
H -0.359 0.256 0.306
H 1.992 0.977 -2.053
H 0.976 -0.951 -3.608
H 1.999 0.141 -3.851
H -0.136 2.307 -2.443
H -0.133 1.687 -0.740
H -1.500 0.809 -3.360
H -2.439 1.609 -2.042
H -3.183 0.324 -0.685
H 0.971 -2.737 0.265
*
```

Summary:
E_HOMO: -9.2 eV
Molar mass: 261.23 g mol⁻¹
Kohn-Sham gap: 9.69 eV

natural (NBO) population analysis, charges in e, atoms 1 to 2: atom 1 (N): -0.82, atom 2 (C): 0.71



Entry B
C9H15N3O6 | ωB97M-V/def2-TZVPD

ORCA input file:
```
! RIJCOSX wB97M-V def2-TZVPD def2/J DEFGRID3
* xyz 0 1
N -2.616 -1.226 1.678
C -2.425 -1.151 0.229
O -1.988 -2.091 -0.387
C -2.916 0.205 -0.506
C -2.051 1.295 0.131
C -0.784 1.604 -0.656
N 0.149 0.497 -0.834
C 0.489 -0.378 0.281
O 0.136 -0.216 1.460
C 1.433 -1.501 -0.213
N 0.753 -2.455 -1.088
C 2.742 -0.968 -0.758
C 3.472 0.030 0.169
O 4.056 1.036 -0.120
O 3.471 -0.479 1.422
C -0.180 2.896 -0.025
O -0.342 3.935 -0.579
O 0.639 2.584 0.978
H -2.178 -1.954 2.138
H -2.621 -0.383 2.254
H -3.965 0.469 -0.299
H -2.679 0.074 -1.542
H -1.916 0.802 1.141
H -2.620 2.284 0.172
H -1.010 1.954 -1.672
H 0.283 0.117 -1.719
H 1.754 -1.931 0.774
H -0.260 -2.402 -0.930
H 1.076 -2.304 -2.032
H 2.373 -0.481 -1.611
H 3.493 -1.686 -1.172
H 3.987 0.116 1.926
H 0.239 1.706 1.389
*
```

Summary:
E_HOMO: -9.6 eV
Molar mass: 261.23 g mol⁻¹
Kohn-Sham gap: 10.06 eV

natural (NBO) population analysis, charges in e, atoms 1 to 2: atom 1 (N): -0.84, atom 2 (C): 0.73



Name the most stable of them. entry B.